1.
12
Properties=species:S:1:pos:R:3:forces:R:3 method="wB97M-V/def2-TZVPD" multiplicity=2 fmax_ev_per_a=3.8 total_charge=-1 e_above_lowest_kj_mol=180.8 lumo_ev="3.6 / 3.6" gap_ev="2.453 / 8.876" e_tot_ha=-302.57050
H 4.490939 0.027200 3.251088 -1.492 0.838 -0.287
N -1.206118 0.979531 -1.015261 1.025 -2.528 0.910
H 3.325776 0.671943 2.358625 0.412 -0.288 0.782
C -1.307334 0.211577 0.198110 -2.555 2.738 0.601
O 3.627676 0.527403 3.285409 1.042 -0.533 -0.493
H -1.408514 1.979322 -1.238475 0.420 -0.708 0.725
H -1.227391 -2.078567 0.354480 0.139 1.467 0.001
C -0.704888 0.082320 -1.968630 -0.496 0.875 2.259
N -0.729746 -1.193584 -1.562453 0.325 2.254 1.683
H -1.786304 0.739025 1.170799 1.473 -1.520 -2.509
H -0.106108 0.684325 -2.669497 -0.669 -1.290 -0.909
C -1.114237 -1.084581 -0.140529 0.375 -1.305 -2.762

***

2.
122
Properties=species:S:1:pos:R:3:forces:R:3 method="wB97M-V/def2-TZVPD" fmax_ev_per_a=1.3 total_charge=0 e_above_lowest_kj_mol=0.0 lumo_ev=-1.0 gap_ev=6.465 e_tot_ha=-4436.29802
C -3.476208 -4.446124 -0.038503 -0.052 -0.046 -0.022
C 3.160780 -1.422176 1.079537 -0.009 -0.002 0.237
H -3.809246 -0.192856 -6.753058 -0.002 -0.003 0.007
C -1.155273 0.005476 1.000750 0.363 -0.027 -0.044
H -1.539305 -2.843938 -0.290939 -0.070 -0.030 0.012
H 0.429272 -1.105678 3.936377 -0.004 0.002 0.070
H 1.623743 -1.261051 -6.336296 -0.028 0.011 0.033
H 4.638383 1.820462 2.305862 -0.017 -0.012 -0.071
C -5.396358 -5.513060 -1.008219 -0.006 0.011 -0.008
H -6.217135 -6.215223 -0.939983 0.012 -0.006 0.001
C 3.927481 3.718175 4.172740 0.156 -0.151 0.097
C 4.502607 -1.202964 0.832838 0.017 -0.065 0.039
Si 2.080114 0.618825 4.690228 0.071 -0.061 0.159
H 1.474877 -2.395015 -0.553903 0.023 0.070 -0.117
C -0.563696 -3.427102 2.591988 0.074 -0.049 -0.035
C -2.768442 2.122138 -0.452788 0.070 -0.037 0.017
N -0.462781 0.970701 -2.873738 -0.085 -0.555 0.652
H 0.958171 2.970262 -3.862776 -0.007 -0.018 -0.050
N -2.431442 -1.403700 2.423788 -0.017 -0.023 0.158
H 3.971300 -0.156436 6.075895 -0.044 0.009 -0.029
H 3.449149 4.864789 1.359242 -0.040 -0.020 0.016
H 4.881932 3.292986 3.852923 -0.027 0.029 0.034
O 3.804356 -0.503493 -7.629644 -0.005 0.024 0.038
H -0.531257 1.928055 -2.546284 0.159 0.017 0.112
H -4.664552 -5.917159 0.968861 0.007 -0.006 -0.009
H 3.501545 3.221027 0.721197 -0.019 0.052 -0.012
C -3.282069 -3.683569 -1.191659 0.179 0.029 -0.119
C 1.213379 -1.040712 4.689619 -0.097 -0.102 -0.038
H 0.763743 -1.242592 5.666218 0.027 0.010 -0.023
H 1.425993 2.256099 -0.924280 -0.041 0.051 0.119
H -3.168628 2.431117 2.621522 -0.103 -0.004 -0.017
C -3.778066 1.607629 2.242751 0.137 0.015 0.272
O 3.921465 1.948162 -7.644579 -0.012 -0.023 0.040
H 4.506993 1.148120 5.013791 -0.006 -0.053 0.035
C 2.858107 0.612014 2.126707 0.010 0.040 0.224
H -1.632051 2.181363 4.278704 0.035 -0.017 0.020
H -1.962912 0.538975 3.706363 0.043 0.011 0.058
C -1.760546 -3.527953 3.285559 -0.108 -0.014 0.047
C -2.305865 -2.061332 -4.359836 0.005 -0.002 -0.075
H -5.880311 -4.893900 -3.005837 -0.006 -0.005 0.016
C -0.307184 -2.296535 1.842433 0.029 0.029 -0.205
C -4.167407 -3.858388 -2.258801 -0.035 -0.015 0.056
C 0.445804 0.891118 -4.006486 0.204 0.241 0.055
H -2.110366 1.858258 -1.283098 -0.126 0.091 -0.010
H -3.615534 -2.507161 3.688584 0.003 -0.020 0.001
C -4.526256 -5.346558 0.059030 0.033 0.023 0.003
H -2.800972 -4.314852 0.798532 0.024 -0.007 0.012
C -2.174627 -2.699671 -1.162114 -0.471 -0.059 -0.130
C 1.461927 1.698662 6.096215 -0.065 0.181 0.038
H 1.970766 4.101222 0.760789 0.028 -0.015 0.008
C -3.785682 0.261258 -4.654900 0.030 0.023 0.025
C 0.623348 -0.302194 -4.682259 -0.050 -0.081 0.063
Sn -0.350721 -0.423599 -1.027208 -0.617 -0.776 -0.774
H 0.324522 4.531973 2.813045 0.012 0.054 0.027
H 3.742274 3.379101 5.193919 0.026 0.054 -0.025
H 6.079016 0.238624 1.086733 -0.020 0.029 -0.004
Si 2.493281 3.318444 3.034215 -0.120 0.287 -0.092
H 1.463718 5.409464 3.835233 0.021 -0.051 -0.009
C 2.128938 0.807838 -6.196333 -0.232 -0.057 -0.085
H 2.269631 2.319712 6.491248 -0.033 -0.025 -0.012
C 1.073412 4.415590 3.597919 -0.127 -0.143 0.170
H -2.509985 -2.282078 -6.477555 -0.011 0.011 0.007
H -1.395487 0.665954 -3.165198 0.014 0.147 -0.244
C -1.270074 -1.285810 1.769192 0.050 0.139 -0.073
H 0.598963 3.530982 -1.258633 0.040 0.070 0.114
H 0.101167 -1.184408 -4.346595 -0.009 -0.032 -0.071
C -1.934705 -1.633569 -1.934085 0.127 0.210 0.217
Sb -0.103658 1.686130 2.087047 -0.319 0.026 0.540
H 1.113402 1.061904 6.914330 0.023 0.009 -0.030
C 1.461254 -0.343842 -5.783768 0.171 0.226 0.075
H -5.214873 0.100956 0.084400 0.084 0.033 0.045
H -0.537968 0.855579 4.701374 -0.046 -0.032 0.012
O 0.533169 2.657639 -0.857769 0.150 0.055 -0.304
C -3.482552 -0.504904 -5.770268 -0.038 0.003 0.009
S 3.091294 0.758603 -7.716507 0.110 0.004 -0.023
H 4.159513 2.011382 -1.988611 0.012 0.017 0.012
H -2.341941 3.012248 0.017056 0.018 -0.030 -0.030
C 1.979771 1.478098 2.991879 -0.085 -0.309 -0.648
H -1.727597 -2.970924 -4.246067 0.021 0.031 -0.001
Si -2.971452 0.719205 0.808614 0.007 0.275 -0.506
H -3.588267 0.478185 -2.532127 0.033 0.072 -0.024
H -4.708011 2.038381 1.858295 0.054 -0.029 -0.053
H 2.470889 2.882807 -5.860327 -0.011 -0.020 0.006
C -2.574004 -1.286134 -3.229180 0.024 0.022 0.113
C 1.946469 2.001728 -5.512440 0.066 -0.125 0.058
C 3.514841 1.136646 -2.085583 0.047 -0.115 0.161
H 0.626698 -2.172765 1.313112 -0.058 -0.030 0.157
H 4.291893 -0.480575 4.369180 -0.005 -0.007 0.064
H 0.640421 2.361196 5.825092 0.001 -0.046 0.050
H 2.718598 -2.377632 0.817807 0.095 0.051 0.024
H -4.387452 -1.343721 0.681314 -0.013 0.050 0.004
C -1.176499 1.256488 3.923465 0.091 0.092 -0.025
H 4.049254 4.804568 4.203794 -0.028 -0.031 -0.033
H 1.930373 -1.839663 4.482357 -0.023 0.033 -0.019
O 2.677709 0.983021 -0.919577 -0.017 0.117 -0.474
H -4.047594 -3.283860 -3.164504 -0.043 -0.049 0.025
N 2.342976 -0.539766 1.661673 0.178 -0.028 0.074
C 3.880406 0.254536 5.066013 0.174 0.030 -0.092
H -1.995974 -4.396792 3.885426 0.008 0.029 -0.002
C 4.216029 0.906745 1.911609 0.023 0.043 0.066
C 1.287286 -1.833155 -1.459164 -0.178 0.401 -0.026
O 2.048451 0.797742 -8.725696 -0.005 0.003 -0.035
H -3.740114 2.396416 -0.874643 0.032 -0.017 0.024
H 3.233214 0.730159 -0.172159 -0.036 0.143 -0.057
H -4.365823 1.169554 -4.758726 -0.008 -0.015 -0.007
H -4.039096 -0.738359 -0.920476 -0.053 -0.045 -0.093
Cl 0.842784 -3.015093 -2.700755 0.110 -0.185 0.053
H 2.175489 -1.307473 -1.789466 0.040 0.000 0.090
C 1.109482 2.040533 -4.406120 -0.116 0.156 -0.022
C -2.753048 -1.675090 -5.614749 0.038 -0.058 0.061
H 4.130626 0.249604 -2.241622 0.005 -0.021 0.033
H -4.025900 0.949308 3.075523 -0.020 0.027 -0.044
C 2.899720 3.920474 1.305183 0.101 -0.046 -0.111
H 0.163568 -4.228396 2.641510 0.022 0.037 -0.002
H 0.565957 4.040115 4.490243 0.025 0.083 -0.024
C 5.032297 0.011493 1.246553 0.056 -0.012 0.071
H 5.112443 -1.960409 0.360022 -0.036 0.023 -0.032
C -2.661460 -2.483833 3.173731 0.098 0.119 -0.129
C -4.258289 -0.433796 0.094243 -0.050 -0.196 0.157
H 2.861923 1.261045 -2.942780 0.021 0.000 -0.013
C -3.332372 -0.120876 -3.397303 -0.087 -0.176 -0.026
C -5.209268 -4.769147 -2.165419 0.034 0.056 -0.005